# 1
This record from the OMol25 dataset describes 2 unconnected molecules or ions with the total composition C2H6O3S2 in a non-equilibrium geometry. The level of theory is the ωB97M-V functional and the def2-TZVPD basis.

energy above the lowest of the compared OMol25 structures with the same formula, charge and spin = 41.8 kcal per mole
orbital gap = 9.9 eV
lowest unoccupied orbital energy = 0.41 eV
HOMO level = -9.5 eV
E_tot = -29981.7807 eV

CARTESIAN COORDINATES (ANGSTROEM)
C -0.328349 1.231009 -1.386662
C -0.798188 0.197422 -0.720506
O -0.317317 -2.807571 2.734476
O 1.005593 -3.155037 0.674775
O 0.912584 -0.827200 1.648712
S 2.562302 -0.796407 1.772805
S 0.050409 -2.241049 1.234226
H 0.238754 -3.514986 3.077125
H 0.318940 1.109603 -2.241365
H -0.565374 2.244663 -1.112334
H -0.567559 -0.817320 -1.002322
H -1.443186 0.315389 0.132260
H 2.816307 -0.466438 0.490295

Forces on the atoms, in the same order (eV/Å):
C 0.15 0.12 -0.20
C -0.11 -0.06 -0.03
O -0.44 0.83 -0.64
O 0.17 -0.24 -0.36
O -0.92 -0.54 -0.04
S 0.17 -0.13 -0.07
S 0.54 0.17 1.50
H 0.53 -0.13 -0.27
H 0.08 -0.06 -0.12
H -0.07 0.19 0.11
H 0.06 -0.11 -0.18
H -0.15 0.06 0.21
H -0.01 -0.08 0.09



# 2
This record from the OMol25 dataset describes a gas-phase ion, C2H6O4P (charge -1) in a non-equilibrium geometry. The level of theory is the ωB97M-V functional and the def2-TZVPD basis.

energy above the lowest of the compared OMol25 structures with the same formula, charge and spin = 37.3 kcal per mole
orbital gap = 8.0 eV
SMILES string = CO[P@@](=O)([O-])CO
lowest unoccupied orbital energy = 3.94 eV
HOMO level = -4.1 eV
net charge = -1
E_tot = -19652.2715 eV

CARTESIAN COORDINATES (ANGSTROEM)
C -0.574403 1.636959 0.509054
O 0.330600 0.744264 1.054600
P 1.336888 0.026661 0.005607
O 1.733349 0.931365 -1.096467
O 2.154929 -0.798868 0.909759
C -0.151771 -1.470097 -0.850706
O -1.135296 -1.890083 0.076564
H -0.280174 2.000726 -0.419172
H -0.791094 2.625385 1.088881
H -1.614320 1.291452 0.528187
H 0.582085 -2.307069 -1.134113
H -0.592670 -1.070251 -1.673566
H -0.998126 -1.720441 1.001369

Forces on the atoms, in the same order (eV/Å):
C -2.29 2.17 2.18
O -0.50 0.81 0.55
P -2.46 -2.94 -0.99
O 0.33 0.19 0.00
O 1.07 -0.26 -0.06
C 4.69 0.08 3.58
O -1.04 -0.63 -0.88
H 0.39 0.23 -1.95
H 1.27 -1.41 -0.07
H 0.19 -0.80 -0.55
H -1.18 0.92 0.37
H -1.44 1.12 -2.38
H 0.97 0.50 0.20



# 3
This record from the OMol25 dataset describes a single C2H6OS molecule in a non-equilibrium geometry. The level of theory is the ωB97M-V functional and the def2-TZVPD basis.

energy above the lowest of the compared OMol25 structures with the same formula, charge and spin = 25.2 kcal per mole
orbital gap = 9.5 eV
SMILES string = CSCO
lowest unoccupied orbital energy = 0.66 eV
HOMO level = -8.8 eV
E_tot = -15052.3401 eV

CARTESIAN COORDINATES (ANGSTROEM)
C 1.399779 0.571475 -0.802422
S 0.569699 -1.049201 -0.492112
C -0.938106 -0.780661 0.749035
O -1.923876 0.227213 0.932451
H 0.612912 1.429800 -0.781231
H 1.822895 0.481133 -1.744740
H 2.111847 0.769643 -0.135287
H -0.389927 -0.863521 1.657411
H -1.429253 -1.689867 0.452916
H -1.835972 0.903986 0.163980

Forces on the atoms, in the same order (eV/Å):
C -5.15 0.28 -0.46
S -1.32 1.45 0.20
C 0.98 -0.45 -0.45
O 1.40 1.93 -3.09
H 1.41 -1.51 -0.23
H 0.61 0.01 -1.89
H 2.78 0.74 2.87
H -0.03 -0.23 0.87
H -0.25 -0.53 0.26
H -0.42 -1.69 1.93



# 4
This record from the OMol25 dataset describes 2 unconnected molecules or ions with the total composition C2H6OS2 in a non-equilibrium geometry. The level of theory is the ωB97M-V functional and the def2-TZVPD basis.

energy above the lowest of the compared OMol25 structures with the same formula, charge and spin = 12.0 kcal per mole
orbital gap (alpha / beta) = 4.7 / 6.8 eV
lowest unoccupied orbital energy (alpha / beta) = 3.98 / 3.73 eV
HOMO level (alpha / beta) = -0.7 / -3.0 eV
net charge = -1
E_tot = -25887.8665 eV
spin multiplicity = 2

CARTESIAN COORDINATES (ANGSTROEM)
O -0.084344 1.640111 -1.980302
C 0.711284 2.022911 -1.162493
H 1.573051 2.604719 -1.541371
H 0.438276 1.903444 -0.097113
C -0.330300 -2.094962 -0.089199
S 0.396502 -1.147408 1.329262
S -0.537016 0.886886 1.709495
H 0.396657 -2.449624 -0.810636
H -1.005075 -1.413940 -0.622797
H -1.032830 -2.872254 0.226076
H -0.526206 0.920118 3.039079

Forces on the atoms, in the same order (eV/Å):
O -0.14 -0.36 -0.64
C -1.03 0.42 -0.07
H 0.40 -0.14 0.48
H 0.90 0.12 -0.03
C -1.13 0.76 0.37
S 1.43 -2.78 -0.78
S -1.28 2.49 0.22
H 0.23 -0.17 0.09
H 0.27 0.23 -0.10
H 0.47 -0.35 0.15
H -0.10 -0.23 0.31